(1)
17
Properties=species:S:1:pos:R:3 method="wB97M-V/def2-TZVPD" orbital_gap_ev=9.917 e_tot_ha=-557.743635 smiles=CCS.CC relative_energy_ev=0.729 lumo_energy_ev=0.873
C 0.25149 0.31393 2.12622
C -0.52569 1.19853 1.18310
S 0.47396 2.36966 0.22109
H 0.60633 0.90741 2.97783
H 1.15547 -0.03891 1.63634
H -0.40947 -0.42007 2.59012
H -1.14869 0.71405 0.42234
H -1.31712 1.71841 1.73713
H 1.07482 1.34353 -0.46107
C -0.64395 -3.56320 -1.71047
C -0.01829 -2.15057 -1.88601
H -1.34591 -3.71718 -2.55484
H 0.12326 -4.28686 -1.91420
H -1.36366 -3.50045 -0.90511
H 0.25723 -1.73061 -0.91126
H -0.85163 -1.54610 -2.24895
H 0.93222 -2.11652 -2.41496



(2)
55
Properties=species:S:1:pos:R:3 method="wB97M-V/def2-TZVPD" orbital_gap_ev=7.938 e_tot_ha=-1455.213106 total_charge=+1 lumo_energy_ev=-4.213
C 1.13354 -3.75362 2.88877
C 0.47022 -2.74436 3.66567
C 0.29547 -1.24644 3.10973
P -0.73083 -1.18027 1.49273
C -1.95901 0.22738 1.72240
C -3.27953 -0.15958 2.52756
C -4.66617 0.45547 1.94727
N -3.33368 -0.94790 3.57277
O -1.41570 -2.71831 1.33105
C -2.60422 -2.73809 0.48348
C -2.48577 -1.92314 -0.88833
C -3.72755 -2.33770 -1.86550
C -3.38638 -1.74941 -3.32540
C 0.49464 -0.75110 0.13524
C 1.85611 -1.48052 -0.09309
C 2.85778 -1.18219 -1.21845
N 2.58523 -0.17530 -2.17638
C 1.37469 0.53028 -1.99049
C 0.26131 0.37454 -0.94552
H 0.96881 -3.74720 1.75734
H 1.85051 -4.50597 3.38342
H 0.08039 -3.08379 4.68253
H 1.34886 -0.81951 2.96822
H -0.21852 -0.62914 3.93960
H -1.41525 1.02729 2.35954
H -2.20778 0.77067 0.73488
H -4.81091 0.14192 0.84320
H -4.50962 1.59814 1.90765
H -5.57429 0.14552 2.55943
H -4.32944 -1.01086 3.85382
H -3.57483 -2.45422 1.04444
H -2.76013 -3.84362 0.18493
H -2.54890 -0.78863 -0.78610
H -1.49687 -2.15790 -1.42434
H -3.85607 -3.46817 -1.82346
H -4.64213 -1.75313 -1.48199
H -3.76931 -0.66348 -3.40044
H -2.24093 -1.70977 -3.44225
H -3.85030 -2.44171 -4.10047
H 2.12126 -2.33065 0.63308
H 3.81445 -1.79230 -1.29371
H 1.18600 1.37075 -2.75704
H -0.69108 1.01435 -0.92554
C 6.60429 5.97223 -1.92081
O 5.74115 5.25982 -1.03458
C 4.78192 4.55249 -1.65087
O 4.60742 4.48074 -2.84194
O 4.04748 3.93628 -0.70733
C 2.98342 3.14269 -1.22428
H 7.33710 6.50545 -1.31470
H 7.13631 5.28164 -2.57853
H 6.03987 6.70337 -2.50345
H 3.37270 2.34041 -1.85445
H 2.27524 3.76258 -1.78006
H 2.45900 2.69399 -0.37918



(3)
27
Properties=species:S:1:pos:R:3 method="wB97M-V/def2-TZVPD" orbital_gap_ev=9.543 e_tot_ha=-536.302418 smiles="CCN(C)C(C)=O.CC(N)=O" relative_energy_ev=0.482 lumo_energy_ev=0.536
C 0.37026 -0.90998 2.73674
C 0.36666 -0.67237 1.22121
N 1.53046 0.05879 0.75665
C 2.79518 -0.65118 0.87753
C 1.53983 1.13598 -0.13069
C 0.26623 1.92057 -0.24633
O 2.63178 1.56243 -0.46673
H 0.32298 0.12229 3.11831
H 1.21901 -1.39442 3.16020
H -0.57359 -1.29883 2.99995
H 0.35331 -1.64752 0.69372
H -0.58236 -0.30669 0.85164
H 2.62391 -1.66717 1.24479
H 3.49613 -0.59399 0.05461
H 3.29810 -0.22136 1.76188
H 0.09819 2.20791 -1.28335
H -0.62518 1.40956 0.00497
H 0.44873 2.86029 0.27384
C -3.03634 -0.46022 -1.25124
C -2.01950 0.32448 -2.00264
N -1.13438 -0.26944 -2.85424
O -2.10306 1.54488 -2.04765
H -2.92865 -0.44323 -0.16705
H -3.03916 -1.53813 -1.46785
H -4.02403 -0.18604 -1.61828
H -0.61011 0.26576 -3.51987
H -0.68443 -1.15238 -2.70012



(4)
101
Properties=species:S:1:pos:R:3 method="wB97M-V/def2-TZVPD" orbital_gap_ev=8.057 e_tot_ha=-3825.754748 smiles="C=C[C@@]1(P(O)I)C(=O)N[C@H](CNC)[C@@H]1CCCSC(=S)N1CCOCC1.COC(=O)OC.COC(=O)OC.COC(=O)OC.COC(=O)OC" lumo_energy_ev=-0.270
C 1.78778 -3.33594 -3.03856
C 0.77084 -2.67955 -3.62698
C -0.34183 -1.96704 -2.84662
P -1.80520 -3.11823 -2.71215
O -2.12137 -3.32035 -4.32294
I -0.98547 -5.28319 -1.94951
C 0.35251 -1.53366 -1.53863
O 0.22266 -1.96375 -0.40651
N 1.19837 -0.48152 -1.92442
C 0.76245 0.04100 -3.24157
C 0.88777 1.55585 -3.34672
N 1.85729 1.93096 -4.38381
C 3.21678 1.47783 -4.05141
C -0.66935 -0.56974 -3.39893
C -1.74567 0.11525 -2.56350
C -2.49371 1.29223 -3.22590
C -2.97312 1.04794 -4.66888
S -4.79108 1.21889 -4.83339
C -5.32787 -0.50066 -4.88150
S -4.96240 -1.38356 -6.19472
N -6.04618 -1.06685 -3.82156
C -5.20450 -2.14961 -3.20482
C -5.31694 -2.22176 -1.68584
O -6.60752 -1.97030 -1.18680
C -7.20902 -0.78697 -1.68305
C -6.44182 -0.10070 -2.78937
H 2.75562 -3.41640 -3.51427
H 1.70124 -3.79482 -2.06202
H 0.77811 -2.64793 -4.71235
H -1.64751 -4.10046 -4.63938
H 1.10562 0.28903 -1.27061
H 1.33177 -0.33504 -4.08795
H 1.19506 2.00337 -2.38945
H -0.04957 2.02274 -3.62097
H 1.87244 2.94252 -4.37855
H 3.94867 2.19192 -4.41436
H 3.41545 0.54437 -4.57616
H 3.36758 1.28383 -2.98676
H -0.84773 -0.64684 -4.47042
H -1.30990 0.50235 -1.64075
H -2.50421 -0.59877 -2.24336
H -1.92153 2.20856 -3.13349
H -3.38549 1.46583 -2.62799
H -2.60992 1.85052 -5.30308
H -2.66905 0.08969 -5.07149
H -5.48113 -3.11372 -3.61890
H -4.16157 -1.98198 -3.46618
H -4.56440 -1.60695 -1.18001
H -5.08373 -3.24625 -1.40700
H -7.37653 -0.09449 -0.85647
H -8.19628 -1.06899 -2.05074
H -7.13410 0.61092 -3.23385
H -5.60836 0.47715 -2.38825
C -0.10629 -0.07939 1.84146
O -0.01806 1.34458 2.02093
C 1.14092 1.76444 2.51678
O 2.07709 1.06762 2.80533
O 1.10611 3.09646 2.62312
C 2.32924 3.65371 3.12780
H -1.09161 -0.28189 1.43224
H 0.64687 -0.42462 1.14812
H -0.00226 -0.59227 2.79671
H 3.16352 3.40838 2.47468
H 2.52640 3.30018 4.13732
H 2.19053 4.73025 3.14607
C 8.26316 4.63511 5.22556
O 7.95740 3.24147 5.15612
C 6.70449 2.97356 4.79341
O 5.85787 3.78890 4.53324
O 6.55090 1.65388 4.76753
C 5.23686 1.23230 4.39088
H 9.30336 4.70692 5.52886
H 8.13746 5.10538 4.25222
H 7.63636 5.12994 5.96482
H 4.99581 1.57551 3.38748
H 4.49785 1.59925 5.10002
H 5.23492 0.14697 4.40431
C -4.35045 5.92498 5.98783
O -3.99297 4.58042 5.66618
C -2.74466 4.43911 5.21924
O -1.94511 5.32628 5.07789
O -2.54036 3.15261 4.95862
C -1.22780 2.85619 4.46359
H -5.37921 5.89528 6.33459
H -3.71344 6.31347 6.78008
H -4.28413 6.56187 5.10781
H -0.47382 3.12886 5.20175
H -1.04841 3.36964 3.52946
H -1.19929 1.78533 4.30001
C 1.41255 -4.63064 1.28489
O 2.51575 -5.31605 0.68319
C 2.97092 -6.34913 1.38709
O 2.54135 -6.73003 2.44271
O 3.98817 -6.89103 0.71732
C 4.57803 -8.02018 1.36340
H 1.14363 -3.82079 0.61361
H 0.56056 -5.29861 1.39792
H 1.69747 -4.21380 2.24926
H 3.84945 -8.81994 1.48118
H 4.98574 -7.73912 2.33242
H 5.38325 -8.35813 0.71778